Record 1
DFT (ωB97M-V/def2-TZVPD) results for a structure of composition C20H28NO2PbS in a non-equilibrium geometry.

Kohn-Sham gap: 0.13651 Eh
ΔE to the lowest compared entry with this formula, charge and spin: 52.1 kcal per mole
F_max: 2.7 eV/A
Total energy: -42858.167 eV
Charge: -1
HOMO: -2.509 eV

```
53
Properties=species:S:1:pos:R:3:forces:R:3:mulliken_charge:R:1
O 2.1743 -1.0689 -0.0901 2.210 -1.466 -0.070 -0.23
C 2.9567 -1.2929 1.1197 -0.431 -0.122 0.748 -0.50
C 4.0591 -2.1113 0.4519 -0.593 0.545 0.200 -0.80
H 2.3686 -1.8917 1.8489 0.245 0.513 -0.258 0.16
H 3.3077 -0.3576 1.5828 -0.228 -0.232 -0.045 0.29
C 3.1414 -2.0199 -0.7887 0.321 -0.175 -0.107 1.61
H 4.1830 -3.1084 0.9190 0.169 0.564 -0.602 0.26
H 4.9931 -1.5592 0.3251 0.012 -0.263 0.160 0.36
C 2.6315 -3.4079 -1.0816 -0.522 -0.198 -0.051 -1.83
H 2.0937 -3.8158 -0.2243 0.032 0.000 -0.059 0.32
H 3.4867 -4.0547 -1.2964 0.131 0.130 0.128 0.49
H 1.9720 -3.4637 -1.9336 -0.284 0.120 -0.170 0.37
C 3.7675 -1.3990 -2.0226 0.066 0.311 0.595 -1.71
H 4.2972 -0.4706 -1.7585 -0.254 -0.189 -0.200 0.36
H 3.0209 -1.2108 -2.7908 -0.062 0.094 -0.016 0.34
H 4.4955 -2.1110 -2.4084 0.087 -0.006 -0.123 0.42
Pb 1.4532 1.6474 1.4478 -0.018 1.119 -1.304 0.82
C -1.2937 4.1592 0.4768 0.378 0.480 0.106 -0.17
C -0.3392 4.6429 1.3901 0.130 -0.121 -0.576 -0.84
C 0.9455 4.2781 0.9111 0.040 -0.541 0.476 -0.57
H -0.5333 5.2031 2.3007 -0.012 -0.221 -0.221 0.37
C 0.7568 3.5588 -0.3336 -0.283 -0.342 0.676 -0.93
C -0.6354 3.4789 -0.5694 -0.030 0.272 0.418 -0.42
H -1.1290 3.0108 -1.4122 0.050 -0.016 0.126 0.41
H -2.3562 4.3416 0.5516 0.099 -0.378 0.017 0.49
H 1.8957 4.5887 1.3356 -0.047 0.202 -0.191 0.61
H 1.5365 3.3254 -1.0327 0.216 -0.148 -0.261 0.62
C -4.1317 2.1198 0.3143 0.175 -0.864 -0.538 -0.56
C -4.0579 2.0715 -1.1029 0.371 -0.663 0.439 -0.81
C -3.8826 0.7151 -1.4908 -0.533 -0.186 0.640 -0.59
H -4.1106 2.9111 -1.7787 0.083 0.186 -0.042 0.45
C -3.9621 -0.0818 -0.3089 0.242 1.102 -0.012 -0.71
C -4.0422 0.7907 0.8225 -0.162 0.193 -1.046 -0.65
H -3.9874 0.5145 1.8745 -0.202 -0.002 -0.225 0.41
H -4.1945 3.0199 0.8961 -0.059 0.189 0.250 0.59
H -3.7274 0.3179 -2.4994 -0.277 0.225 0.270 0.35
H -3.9960 -1.1574 -0.3042 0.173 -0.309 0.099 0.77
O -0.2077 -3.0837 -1.1170 -0.489 1.182 1.377 -0.44
C -0.6410 -1.7754 -1.5388 -0.691 0.073 -0.753 -0.81
C -0.7661 -0.8308 -0.3473 0.206 -0.239 -0.121 1.97
H -1.6616 -1.8944 -1.9515 0.303 0.149 -0.053 0.42
H 0.0052 -1.4039 -2.3448 0.058 -0.202 0.207 0.29
C -1.1359 -1.7991 0.7812 -1.511 0.062 -0.778 -0.36
H -1.5363 -0.0868 -0.5795 -0.003 -0.086 0.349 -0.43
H 0.1806 -0.3464 -0.1222 0.030 0.070 -0.186 -1.04
C -0.7182 -3.1797 0.2381 0.752 -0.401 0.573 -0.57
H -2.2471 -1.7729 0.8817 0.783 0.014 0.032 0.18
H -0.7355 -1.5193 1.7510 0.293 -0.179 -0.019 0.11
H -1.5490 -3.8706 0.2544 -0.404 -0.217 -0.141 0.36
H 0.0456 -3.6247 0.8988 0.109 0.020 -0.410 0.25
S 0.2553 0.5696 3.4775 -0.101 -0.190 0.402 -0.52
C -0.8603 1.8082 3.3105 -1.472 1.567 -0.523 0.47
N -1.5853 2.6972 3.0668 0.903 -1.430 0.813 -0.45
```
Forces are in eV/Å.



Record 2
DFT (ωB97M-V/def2-TZVPD) results for a structure of composition C6H11InO4 in a non-equilibrium geometry.

Kohn-Sham gap: 0.13810 Eh
ΔE to the lowest compared entry with this formula, charge and spin: 25.1 kcal per mole
F_max: 3.5 eV/A
Total energy: -19741.115 eV
Charge: +2
HOMO: -17.732 eV

```
22
Properties=species:S:1:pos:R:3:forces:R:3:mulliken_charge:R:1
In -0.4086 -2.7835 -3.6976 0.005 0.307 -0.460 0.98
C -0.0339 -3.4667 1.3241 2.294 -0.596 -0.308 -0.93
C -0.4744 -2.2272 0.4533 -3.383 -0.096 -1.005 0.13
O -0.7724 -2.5047 -0.7900 0.951 0.908 2.258 -0.07
H 0.8879 -3.8761 0.9083 -0.269 -0.546 -0.020 0.37
H -0.8873 -4.1415 1.2481 -0.056 0.078 -0.016 0.35
H 0.2372 -3.1509 2.3313 -0.467 0.480 -0.032 0.38
H 0.4274 -1.5489 0.4075 1.457 -0.202 -0.186 0.24
H -1.1828 -1.6082 1.0187 -0.447 0.315 -0.551 0.37
C 1.4870 2.7001 0.5225 0.221 1.470 -0.519 -1.44
C 0.3503 1.7696 0.2110 -0.360 0.253 0.661 0.67
C -1.0168 2.2740 -0.2359 0.401 1.023 -0.584 -0.52
O -1.5076 1.2449 -1.1316 1.516 -1.252 -0.257 -0.29
C -0.3819 0.6600 -1.6495 -1.627 0.988 0.774 0.63
O -0.3589 -0.0183 -2.6469 -0.074 -0.959 0.135 -0.51
O 0.6850 0.9281 -0.9124 0.564 -1.069 0.118 -0.33
H 2.4972 2.3567 0.2988 -0.255 -0.751 0.057 0.38
H 1.4830 2.9965 1.5700 -0.153 0.001 -0.026 0.39
H 1.4258 3.6048 -0.0893 -0.206 0.078 0.121 0.33
H 0.1397 1.2480 1.1528 0.338 -1.069 -0.457 0.17
H -0.9476 3.1161 -0.9268 -0.015 0.562 0.714 0.38
H -1.6484 2.4271 0.6335 -0.434 0.076 -0.419 0.32
```
Forces are in eV/Å.



Record 3
DFT (ωB97M-V/def2-TZVPD) results for a structure of composition C31H40Cl2NOOsP3 in a non-equilibrium geometry.

Kohn-Sham gap (spin up / spin down): 0.19788 / 0.24924 Eh
ΔE to the lowest compared entry with this formula, charge and spin: 0.0 kcal per mole
F_max: 4.3 eV/A
Total energy: -91696.632 eV
Charge: +2
HOMO (spin up / spin down): -10.063 / -14.119 eV
2S+1: 5

```
79
Properties=species:S:1:pos:R:3:forces:R:3:mulliken_charge:R:1
P 4.0795 2.8586 -2.7499 1.236 0.978 -1.083 2.98
C 3.9107 4.6585 -2.8367 -0.229 0.328 0.381 -0.08
C 4.9853 5.4983 -2.4925 -0.109 -0.097 -0.366 0.01
H 5.8386 5.0992 -1.9431 -0.133 0.126 -0.302 0.34
C 4.9704 6.8377 -2.8914 -0.219 -0.163 0.096 -0.75
H 5.8407 7.4638 -2.6876 -0.345 -0.129 -0.009 0.43
C 3.8554 7.3540 -3.5605 0.171 -0.281 0.059 -0.50
H 3.8606 8.3905 -3.8919 -0.044 -0.221 0.077 0.41
C 2.7410 6.5449 -3.8037 -0.004 -0.213 0.187 -0.75
H 1.8651 6.9550 -4.3067 0.223 -0.095 0.197 0.42
C 2.7519 5.2000 -3.4216 0.429 0.169 -0.142 -0.42
H 1.8859 4.5646 -3.6014 0.158 0.198 -0.154 0.37
C 5.5801 2.5512 -1.7886 0.184 -0.255 0.249 0.27
C 5.5643 2.7697 -0.3970 0.197 0.033 -0.167 -0.67
H 4.6160 2.9631 0.1100 0.271 0.065 -0.111 0.55
C 6.7611 2.7656 0.3207 -0.265 -0.076 -0.140 -0.74
H 6.7407 2.9494 1.3945 0.064 -0.032 -0.273 0.49
C 7.9716 2.5405 -0.3406 0.017 -0.039 -0.111 -0.66
H 8.9086 2.5582 0.2189 -0.294 0.007 -0.166 0.44
C 7.9902 2.2888 -1.7137 -0.125 -0.075 -0.038 -0.73
H 8.9315 2.1074 -2.2371 -0.296 0.047 0.244 0.44
C 6.7967 2.2770 -2.4401 -0.208 0.155 0.149 -0.31
H 6.8016 2.0820 -3.5139 0.068 0.111 0.276 0.44
C 4.3987 2.3542 -4.4625 -0.256 -0.137 -0.430 -0.18
C 4.9137 3.2881 -5.3821 0.221 -0.187 0.146 -0.42
H 4.9281 4.3486 -5.1322 0.176 -0.266 -0.032 0.27
C 5.4214 2.8543 -6.6097 -0.188 -0.011 0.210 -0.70
H 5.8759 3.5814 -7.2835 -0.189 -0.236 0.143 0.44
C 5.3541 1.5027 -6.9557 -0.010 0.110 0.221 -0.56
H 5.7913 1.1617 -7.8936 -0.183 0.070 0.215 0.41
C 4.7201 0.5966 -6.1019 -0.077 0.121 0.142 -0.74
H 4.6268 -0.4502 -6.3894 -0.034 0.283 0.046 0.43
C 4.2206 1.0186 -4.8661 0.287 0.100 -0.026 -0.15
H 3.7042 0.3169 -4.2122 0.218 0.087 -0.115 0.39
Os 0.5778 0.5431 -0.3338 -0.675 2.006 -0.424 1.76
C 1.5520 -1.1278 0.0275 0.770 -1.289 0.217 -2.19
C 2.8978 -1.0998 -0.0948 -0.408 0.238 -0.229 0.96
H 1.0029 -2.0198 0.3588 0.278 0.424 0.083 0.21
C 3.4746 0.1364 -0.7805 1.271 -0.089 -0.082 0.37
O 4.1811 -0.3550 -1.9463 0.542 0.569 0.676 -0.63
H 4.8984 0.2803 -2.1504 -0.308 -0.483 0.132 0.27
C 2.4229 1.1697 -1.1822 -0.056 -0.746 -0.685 -0.28
H 4.1657 0.6387 -0.0766 0.123 -0.239 -0.228 0.13
C 2.6350 2.1654 -2.0988 -1.759 -1.324 1.552 -0.74
Cl -1.4193 -0.5701 0.2521 -0.353 -0.500 0.400 -0.50
Cl -0.5969 2.3894 -1.2195 0.240 0.167 0.010 -0.43
P 0.4930 1.4740 1.7751 -0.660 1.399 3.074 0.84
C -1.1617 1.6820 2.5137 0.061 0.085 0.072 -1.33
H -1.5602 0.7005 2.7918 0.088 0.230 -0.082 0.38
H -1.8266 2.1325 1.7701 0.096 -0.068 0.124 0.34
H -1.1038 2.3270 3.3991 0.004 -0.120 -0.157 0.46
C 1.4165 0.5439 3.0412 0.169 0.014 0.103 -1.18
H 2.4299 0.3323 2.6797 -0.137 0.043 0.094 0.23
H 0.9053 -0.4074 3.2345 0.081 0.211 -0.053 0.30
H 1.4794 1.1204 3.9734 -0.030 -0.157 -0.178 0.50
C 1.2053 3.1448 1.7808 0.154 0.073 0.184 -1.04
H 0.5908 3.7910 1.1443 0.130 -0.119 0.128 0.36
H 2.2212 3.1084 1.3725 -0.137 0.080 0.058 0.08
H 1.2360 3.5368 2.8065 -0.006 -0.022 -0.267 0.51
P 3.8445 -2.5625 0.3943 -0.597 0.779 -0.355 1.60
C 2.8488 -3.5030 1.5565 0.021 -0.036 0.123 -1.31
C 5.3670 -2.0759 1.1992 0.256 -0.075 0.037 -1.25
H 1.8893 -3.7782 1.0981 0.342 -0.014 0.163 0.47
H 2.6668 -2.9018 2.4592 0.048 -0.217 -0.264 0.38
H 3.4032 -4.4136 1.8245 -0.194 0.199 -0.036 0.42
H 5.8652 -1.2846 0.6213 -0.083 -0.290 0.142 0.31
H 6.0142 -2.9632 1.2637 -0.059 0.352 0.056 0.45
H 5.1426 -1.7112 2.2119 0.083 -0.086 -0.308 0.42
C 4.1419 -3.5558 -1.0646 0.278 -0.191 -0.164 -1.29
H 3.2582 -4.1728 -1.2740 0.200 0.188 0.059 0.42
H 5.0066 -4.2062 -0.8812 -0.202 0.052 -0.156 0.45
H 4.3344 -2.8907 -1.9166 0.015 -0.190 0.260 0.30
H 1.7157 2.6445 -2.4673 0.424 0.129 0.227 0.10
C -2.0932 -1.1375 -3.0903 -0.819 -0.235 -0.065 -1.07
C -0.8182 -0.7344 -2.5851 1.674 0.463 -0.064 0.73
N 0.2243 -0.3585 -2.2131 -1.742 -1.777 -3.524 -0.64
H -2.8871 -0.6532 -2.5031 0.170 -0.135 -0.187 0.30
H -2.2071 -2.2272 -3.0135 0.036 0.301 -0.017 0.31
H -2.1745 -0.8352 -4.1405 -0.039 -0.071 0.173 0.34
```
Forces are in eV/Å.



Record 4
DFT (ωB97M-V/def2-TZVPD) results for a cluster of 11 separate species, H22O11 in total in a non-equilibrium geometry.

Kohn-Sham gap: 0.32035 Eh
SMILES: O.O.O.O.O.O.O.O.O.O.O
ΔE to the lowest compared entry with this formula, charge and spin: 125.4 kcal per mole
F_max: 4.9 eV/A
Total energy: -22876.077 eV
HOMO: -8.947 eV

```
33
Properties=species:S:1:pos:R:3:forces:R:3:mulliken_charge:R:1
O -0.4487 0.7019 -1.0355 -0.105 -0.263 0.000 -0.55
H -1.1864 0.3299 -1.5319 -0.052 0.281 -0.038 0.26
H 0.0811 -0.0656 -0.7924 0.199 0.106 0.243 0.31
O 3.1582 3.2369 0.5949 -0.130 0.014 0.214 -0.60
H 2.2974 2.9433 0.9139 0.099 0.008 -0.023 0.30
H 3.3546 4.0135 1.1310 0.062 -0.051 -0.089 0.30
O -1.2866 2.9551 0.8374 0.636 -0.169 0.580 -0.56
H -0.3691 3.2461 0.8882 -0.147 0.005 -0.043 0.25
H -1.2255 2.0345 0.5585 0.088 -0.044 -0.251 0.30
O 3.3481 -1.9601 0.7218 -0.388 1.003 4.019 -0.67
H 2.8669 -2.7722 0.9168 0.117 0.087 -0.191 0.33
H 4.2101 -2.0942 1.1315 -0.168 0.036 0.314 0.32
O -1.5148 -1.7536 2.1450 -3.958 -2.822 0.256 -0.61
H -2.3528 -1.3188 1.9508 -0.060 -0.211 0.036 0.25
H -1.2962 -2.2168 1.3285 -0.233 0.107 0.042 0.38
O -4.9221 -2.3912 -0.9846 0.133 -0.009 -0.111 -0.63
H -4.6443 -2.3489 -1.9066 -0.095 0.018 0.087 0.31
H -4.1150 -2.2148 -0.4882 0.029 0.007 0.022 0.32
O -1.6533 -2.5055 -0.5501 -0.011 -0.045 -0.461 -0.58
H -0.9880 -2.0718 -1.0963 0.011 -0.048 0.060 0.23
H -1.8262 -3.3365 -1.0068 -0.019 -0.088 0.092 0.30
O 3.6357 -2.4390 -1.2217 0.519 -1.159 -3.515 -0.53
H 4.5153 -2.1039 -1.0142 -0.306 0.007 -0.128 0.30
H 3.7448 -2.8704 -2.0767 0.142 0.024 -0.461 0.26
O -3.3559 3.6606 -0.4011 -0.619 0.186 -0.395 -0.58
H -3.9246 2.9738 -0.0351 0.085 0.075 0.064 0.29
H -3.9660 4.2537 -0.8539 -0.027 -0.050 -0.015 0.28
O 0.0878 -0.6058 2.1051 3.595 2.673 -0.216 -0.47
H 0.9202 -1.0398 2.3236 0.297 0.100 0.042 0.25
H 0.2750 0.3325 2.2210 0.348 0.250 0.021 0.23
O 2.2673 1.8209 -1.9789 0.010 -0.142 0.125 -0.60
H 2.8979 1.7111 -1.2583 0.064 0.162 -0.089 0.30
H 1.4148 1.8951 -1.5353 -0.116 -0.050 -0.190 0.30
```
Forces are in eV/Å.



Record 5
DFT (ωB97M-V/def2-TZVPD) results for an isolated molecule of C5H8OS in a non-equilibrium geometry.

Kohn-Sham gap: 0.34566 Eh
SMILES: C1S[C@H]2CO[C@@H]1C2
ΔE to the lowest compared entry with this formula, charge and spin: 61.7 kcal per mole
F_max: 6.5 eV/A
Total energy: -18194.628 eV
HOMO: -8.567 eV

```
15
Properties=species:S:1:pos:R:3:forces:R:3:mulliken_charge:R:1
C -1.1510 1.1334 -0.3593 1.823 -1.033 -0.408 -0.63
S -1.3333 -0.6979 -0.1926 -1.874 0.004 -1.070 -0.19
C 0.2636 -0.9831 0.5057 -0.365 -0.544 1.189 -0.08
C 1.4381 -0.8547 -0.5446 -1.388 2.092 4.153 -0.46
O 1.3336 0.5383 -0.7926 -1.213 1.385 -0.072 -0.46
C 0.3521 1.1826 0.2068 1.971 2.681 -5.541 -0.09
C 0.4731 0.2439 1.3519 -0.556 4.334 1.261 -0.63
H -1.2492 1.3968 -1.4994 0.222 -0.042 2.569 0.32
H -1.7710 1.6790 0.3921 0.061 -0.255 -1.100 0.36
H 0.0450 -1.7606 1.2355 0.894 -0.998 -0.636 0.38
H 2.3338 -0.9754 0.0660 0.539 -0.828 -0.774 0.24
H 1.2942 -1.3256 -1.4510 0.032 -1.643 -1.542 0.38
H 0.6837 2.2988 -0.0330 -0.387 -2.092 1.936 0.31
H -0.3991 0.8728 1.8800 1.466 -2.859 0.457 0.26
H 1.4723 0.3408 1.8700 -1.224 -0.202 -0.423 0.29
```
Forces are in eV/Å.



What is the F_max in the fourth record? 4.9 eV/A



Which of these has the highest ΔE to the lowest compared entry with this formula, charge and spin? H22O11



The lowest total energy belongs to which entry? C31H40Cl2NOOsP3